Below is an isolated ion of composition C6H12N3O3 and charge +1 at a distorted geometry, with properties calculated with ωB97M-V with the def2-TZVPD basis set.

Computed properties:
LUMO: -3.2 eV
Orbital gap: 8.5 eV
Energy: -17019.914 eV
ΔE to the lowest compared entry with this formula, charge and spin: 40.7 kcal/mol
SMILES: N=C=C(O)CC[C@@](N)([NH3+])C(=O)O
Highest occupied orbital energy: -11.712 eV

```
! RIJCOSX wB97M-V def2-TZVPD def2/J DEFGRID3
* xyz 1 1
C 2.297 0.210 0.658
C 1.698 -0.664 -0.118
C 0.635 -1.507 0.456
C -0.613 -1.323 -0.291
C -0.144 1.159 -0.842
C -1.115 0.141 -0.294
N 3.048 0.921 1.285
N -2.355 0.156 -0.862
N -1.512 0.452 1.270
O 1.917 -0.877 -1.453
O 0.133 1.068 -2.033
O 0.141 2.167 -0.031
H 0.829 -2.511 0.452
H 0.487 -1.104 1.514
H -0.368 -1.472 -1.341
H -1.359 -1.959 -0.064
H 2.939 1.722 1.830
H -2.384 -0.436 -1.710
H -2.967 0.984 -0.776
H -2.552 0.226 0.993
H -1.273 1.402 1.629
H -1.027 -0.346 1.760
H 2.811 -1.237 -1.607
H 0.735 2.826 -0.425
*
```